Entry 1:
Molecular formula: C5H8O2
Method: DFT, the ωB97M-V functional and the def2-TZVPD basis

```
15
Properties=species:S:1:pos:R:3:lowdin_charge:R:1
O 1.007 -2.663 -0.569 -0.06
C 0.859 -0.464 0.894 -0.07
C 0.948 0.573 -0.213 -0.07
C -0.584 0.627 -0.062 -0.46
C -1.490 1.762 -0.146 -0.07
O -1.494 0.725 -1.131 0.00
C -0.480 -0.459 0.960 -0.01
H 1.315 -2.138 -1.317 0.04
H 1.634 -0.995 1.433 0.11
H 1.284 0.216 -1.194 0.11
H 1.490 1.488 0.041 0.11
H -2.369 1.786 0.497 0.12
H -1.110 2.729 -0.472 0.12
H 0.196 -2.209 -0.297 0.01
H -1.207 -0.977 1.576 0.12
```

Lowest unoccupied orbital energy in hartree: 0.0313
Frontier orbital gap in eV: 10.488



Entry 2:
Molecular formula: C8H13N3O
Method: DFT, the ωB97M-V functional and the def2-TZVPD basis

```
25
Properties=species:S:1:pos:R:3:lowdin_charge:R:1
O 2.096 1.056 2.603 0.02
C 0.840 1.123 2.123 -0.19
C 0.040 0.081 1.896 -0.08
N -1.244 0.237 1.390 -0.13
C -2.125 -0.722 1.029 -0.16
N -3.240 -0.177 0.610 0.07
C -3.004 1.145 0.730 -0.22
N -1.812 1.436 1.195 0.10
H 2.341 0.141 2.791 0.11
H 0.513 2.135 1.935 0.12
H 0.335 -0.947 2.060 0.13
H -1.923 -1.773 1.074 0.12
H -3.728 1.889 0.469 0.10
C -0.465 -0.648 -2.322 0.03
C 0.721 -0.492 -1.755 -0.44
C 1.410 0.835 -1.681 -0.06
C 1.461 -1.638 -1.131 -0.08
H -0.987 0.177 -2.777 0.06
H -0.964 -1.600 -2.352 0.06
H 0.980 1.538 -2.390 0.08
H 1.303 1.253 -0.677 0.07
H 2.474 0.730 -1.885 0.08
H 1.856 -1.352 -0.157 0.06
H 0.817 -2.507 -1.017 0.07
H 2.305 -1.920 -1.760 0.08
```

SMILES string: O/C=C/n1cncn1.C=C(C)C
Lowest unoccupied orbital energy in hartree: 0.0186
Frontier orbital gap in eV: 9.164



Entry 3:
Molecular formula: C35H45BrCrN4P2
Method: DFT, the ωB97M-V functional and the def2-TZVPD basis

```
88
Properties=species:S:1:pos:R:3:lowdin_spin:R:1
C 2.516 4.445 -1.409 0.00
C 1.474 3.738 -2.065 0.01
C 1.546 3.624 -3.481 0.00
C 2.620 4.236 -4.129 0.00
N 3.601 4.874 -3.508 0.00
C 3.532 4.999 -2.191 0.00
C 0.490 3.057 -1.283 0.04
C -0.249 2.334 -0.595 0.01
C -1.500 2.195 0.106 0.06
C -1.892 0.990 0.820 0.00
C -3.301 0.619 0.940 0.04
C -4.205 1.552 0.499 -0.01
C -3.840 2.883 0.176 0.05
C -2.471 3.206 0.080 -0.01
Cr -0.873 -0.651 0.122 3.71
P 1.312 -0.520 -0.827 -0.01
H 0.854 3.012 -4.053 0.00
H 2.582 4.491 -0.323 0.00
H 2.686 4.206 -5.206 0.00
H 4.317 5.570 -1.715 0.00
H -2.154 4.240 -0.095 0.00
H -1.275 0.774 1.736 0.02
H -4.610 3.622 -0.017 0.00
H -3.663 -0.315 1.384 0.00
C 2.070 -2.192 -0.653 0.01
C 3.380 -2.495 -1.384 0.00
H 1.326 -2.946 -0.954 0.00
H 2.192 -2.340 0.430 0.00
H 3.656 -3.535 -1.165 0.00
H 3.312 -2.409 -2.477 0.00
H 4.206 -1.856 -1.052 0.00
C 1.684 -0.008 -2.557 0.00
C 3.094 0.429 -2.963 0.00
H 0.982 0.799 -2.795 0.00
H 1.377 -0.862 -3.175 0.00
H 3.125 0.453 -4.063 0.00
H 3.340 1.440 -2.610 0.00
H 3.884 -0.254 -2.628 0.00
C 2.305 0.575 0.232 0.00
C 3.820 0.360 0.281 0.00
H 1.916 0.491 1.257 0.00
H 2.027 1.587 -0.091 0.00
H 4.240 1.163 0.904 0.00
H 4.104 -0.600 0.734 0.00
H 4.302 0.416 -0.701 0.00
Br -6.083 0.975 0.457 0.00
P -1.633 -1.618 -2.004 -0.01
C -0.530 -2.578 -3.110 0.00
C -1.098 -3.868 -3.677 0.00
H 0.367 -2.781 -2.504 0.00
H -0.216 -1.904 -3.923 0.00
H -0.313 -4.367 -4.256 0.00
H -1.404 -4.570 -2.895 0.00
H -1.934 -3.687 -4.362 0.00
C -2.613 -2.730 -0.927 0.02
C -3.954 -3.165 -1.500 0.00
H -2.759 -2.201 0.042 0.01
H -1.988 -3.607 -0.696 0.00
H -4.469 -3.805 -0.772 0.00
H -4.611 -2.311 -1.693 0.00
H -3.836 -3.751 -2.420 0.00
C -2.643 -0.445 -2.990 0.01
C -3.159 -1.036 -4.305 0.00
H -1.970 0.414 -3.179 0.00
H -3.468 -0.052 -2.360 0.00
H -3.772 -0.281 -4.812 0.00
H -2.341 -1.300 -4.989 0.00
H -3.789 -1.922 -4.140 0.00
N -0.543 1.772 10.371 0.00
C -0.386 1.347 9.288 0.00
C -0.197 0.823 7.959 0.00
C -0.662 1.579 6.862 0.00
C -0.515 1.058 5.585 0.00
C 0.121 -0.182 5.409 0.00
C 0.593 -0.930 6.486 0.00
C 0.435 -0.429 7.773 0.00
N 0.243 -0.771 4.151 0.01
C 0.698 -2.034 3.778 0.00
C 0.339 -2.217 2.475 0.01
N -0.329 -1.065 2.048 0.02
C -0.239 -0.175 3.059 0.02
H -1.135 2.569 7.000 0.00
H -0.931 1.678 4.788 0.00
H 1.075 -1.890 6.349 0.00
H 0.806 -1.002 8.637 0.00
H 1.182 -2.700 4.463 0.00
H 0.463 -3.064 1.827 0.00
H -0.647 0.824 3.167 0.00
```

Multiplicity: 5
Lowest unoccupied orbital energy (spin up / spin down) in hartree: -0.2356 / -0.2347
Total charge: +2
Frontier orbital gap (spin up / spin down) in eV: 7.043 / 7.516



Entry 4:
Molecular formula: C3H2ClF3
Method: DFT, the ωB97M-V functional and the def2-TZVPD basis

```
9
Properties=species:S:1:pos:R:3:lowdin_charge:R:1
F 1.970 0.858 0.237 -0.04
C 1.110 0.070 -0.553 -0.19
C -0.062 -0.480 0.128 -0.17
F 0.162 -1.661 0.751 0.03
C -1.459 0.258 0.642 -0.62
F -2.224 -0.468 1.424 0.04
Cl -2.078 1.673 -0.125 0.69
H 1.666 -0.810 -1.061 0.16
H 0.913 0.560 -1.444 0.09
```

SMILES string: FC/C(F)=C(/F)Cl
Lowest unoccupied orbital energy (spin up / spin down) in hartree: -0.0107 / -0.0063
Frontier orbital gap (spin up / spin down) in eV: 8.604 / 8.851